# 1
This record from the Open Molecules 2025 dataset describes a molecular structure, C35H68N2O6P2SbSi3Sn. The level of theory is the ωB97M-V functional and the def2-TZVPD basis.

```
118
Properties=species:S:1:pos:R:3:forces:R:3
Sn 0.095636 0.605044 -0.423721 0.15 -0.25 -0.50
C 2.364592 -5.858029 -2.361333 0.04 -0.05 0.00
C 0.922647 -5.417879 -2.243154 0.01 0.06 0.02
C 0.053708 -6.417054 -1.516077 -0.01 -0.01 0.05
O 0.890671 -4.177805 -1.460626 -0.04 0.00 0.00
P 0.495507 -2.757415 -2.000696 0.14 0.18 0.04
O 0.025245 -1.874906 -0.908679 -0.03 -0.02 0.05
C 1.965515 -2.083739 -2.811269 -0.03 -0.05 0.08
P 3.001084 -1.160724 -1.643223 -0.19 -0.10 -0.05
O 2.369694 0.161216 -1.392568 0.06 0.00 0.37
O 3.137735 -2.003929 -0.333555 0.12 0.15 -0.17
C 4.091773 -3.092061 -0.076815 -0.08 0.00 0.01
C 5.369086 -2.517958 0.496393 -0.05 0.02 0.06
C 3.390926 -4.027346 0.879102 -0.01 -0.07 0.06
O 4.449609 -1.132101 -2.249597 0.00 -0.07 0.05
C 4.793441 -0.764805 -3.622607 -0.04 0.14 -0.04
C 4.381489 0.664588 -3.911516 -0.04 0.03 0.02
C 6.280951 -0.987835 -3.748297 0.06 -0.02 0.05
O -0.521670 -2.960636 -3.177577 -0.03 -0.06 -0.03
C -1.950172 -2.614356 -3.056265 -0.02 0.03 0.04
C -2.167893 -1.321021 -3.804808 0.00 0.01 -0.05
C -2.737909 -3.782439 -3.598021 0.05 -0.04 -0.06
H 2.416948 -6.791328 -2.923030 0.01 0.01 0.01
H 2.791372 -6.027367 -1.371366 -0.01 0.00 -0.02
H 2.974707 -5.119085 -2.883773 -0.02 -0.01 0.00
H 0.503915 -5.208773 -3.228515 -0.02 0.06 -0.01
H 0.476641 -6.643262 -0.535720 -0.01 0.00 -0.02
H -0.011687 -7.341406 -2.090826 0.01 0.00 0.01
H -0.952394 -6.022868 -1.373607 0.01 -0.01 -0.02
H 1.624406 -1.364309 -3.559011 0.04 -0.05 -0.07
H 2.517461 -2.885590 -3.304938 0.01 0.03 -0.02
H 4.286819 -3.591916 -1.029282 0.00 0.01 -0.03
H 5.158192 -2.013797 1.442026 0.02 -0.03 -0.06
H 5.834337 -1.809571 -0.184777 0.00 0.01 -0.05
H 6.071041 -3.330935 0.686669 0.01 0.01 0.00
H 3.173037 -3.506180 1.812813 0.02 -0.03 -0.03
H 4.044248 -4.873008 1.097899 -0.02 -0.02 0.02
H 2.452890 -4.395141 0.462627 0.07 0.03 0.02
H 4.262300 -1.454256 -4.283774 -0.05 -0.03 0.01
H 4.854343 1.340666 -3.197383 0.01 -0.01 -0.03
H 3.301537 0.806557 -3.845882 0.04 -0.03 0.01
H 4.701064 0.936414 -4.917921 0.01 -0.01 0.01
H 6.820842 -0.297818 -3.097861 -0.01 -0.01 -0.02
H 6.594303 -0.815300 -4.777900 0.00 0.01 0.02
H 6.544820 -2.008342 -3.470719 0.00 0.02 -0.02
H -2.159291 -2.469265 -1.996337 0.00 -0.01 0.04
H -1.848331 -1.427928 -4.842864 -0.03 0.00 0.00
H -1.609652 -0.505889 -3.341590 0.01 0.00 0.00
H -3.226158 -1.057729 -3.790190 0.01 0.00 0.01
H -2.460206 -3.979303 -4.635064 -0.03 0.01 0.02
H -3.803435 -3.555100 -3.562509 0.01 0.00 0.01
H -2.559971 -4.683648 -3.010120 0.00 0.02 -0.01
C -2.341814 0.804380 3.931246 0.04 -0.04 -0.01
Sb -1.940400 0.646372 1.845895 0.08 0.28 0.00
C 0.280681 0.767544 1.777658 -0.36 0.01 0.22
C 0.996137 1.997088 2.256592 0.16 -0.12 -0.20
C 1.924669 2.652039 1.436022 -0.07 -0.06 0.02
C 2.655582 3.716142 1.925377 0.03 0.00 -0.08
C 2.465492 4.106582 3.241419 0.00 0.01 0.04
C 1.546604 3.397615 3.994329 -0.08 0.00 0.00
N 0.830536 2.374720 3.528443 -0.14 0.06 0.00
Si 0.992948 -0.695795 2.781809 0.09 0.07 -0.16
C 0.391977 -2.345144 2.146480 -0.01 -0.11 -0.14
C 2.844314 -0.514537 2.584632 0.13 0.05 -0.02
C 0.622905 -0.687364 4.614681 -0.08 0.11 0.15
C -2.944435 2.512615 1.044145 0.11 0.10 -0.12
C -2.185070 3.185654 -0.079827 0.00 -0.05 0.06
C -2.847739 4.072324 -0.949165 -0.09 -0.09 0.03
C -2.149320 4.800133 -1.884069 -0.02 0.02 -0.02
C -0.769560 4.650235 -1.967136 0.00 0.02 -0.03
C -0.187800 3.725477 -1.135673 -0.09 -0.11 0.08
N -0.865814 2.998585 -0.230033 -0.01 0.15 0.02
Si -3.295256 3.939551 2.299003 0.02 -0.07 -0.08
C -4.692730 3.547695 3.475980 -0.06 -0.04 0.06
C -1.737025 4.413948 3.189240 0.17 -0.04 0.10
C -3.836464 5.529268 1.463832 -0.02 0.11 -0.10
Si -4.561216 1.713762 0.373448 0.08 -0.02 0.00
C -5.940992 2.909718 -0.054165 -0.06 0.09 -0.03
C -5.283487 0.526524 1.628745 0.02 -0.05 0.14
C -4.117388 0.776448 -1.185163 0.03 -0.06 -0.10
H -1.947428 -0.091413 4.403607 -0.03 0.03 -0.01
H -3.418622 0.830736 4.065830 -0.05 0.04 0.03
H -1.855237 1.678503 4.350522 -0.02 0.01 0.04
H 2.104444 2.289408 0.428802 0.05 0.03 -0.04
H 3.376644 4.223479 1.295584 -0.01 -0.01 0.01
H 3.021551 4.925104 3.676279 -0.01 0.00 0.01
H 1.367956 3.664702 5.030558 0.01 -0.01 0.01
H 0.781046 -2.580029 1.156104 -0.04 0.00 0.08
H -0.700389 -2.374439 2.085715 0.03 -0.04 0.00
H 0.704001 -3.132624 2.840125 -0.01 0.05 0.00
H 3.122792 -0.419770 1.532019 0.02 0.00 0.11
H 3.376277 -1.369942 3.012958 -0.04 0.03 -0.01
H 3.184873 0.382835 3.110119 0.02 -0.05 -0.01
H -0.241433 -1.311697 4.853801 0.04 0.01 0.02
H 0.453912 0.317910 5.002176 0.03 -0.07 0.00
H 1.486436 -1.112654 5.135149 -0.04 -0.01 0.00
H -3.916822 4.201776 -0.856971 0.09 0.00 -0.02
H -2.670671 5.488874 -2.536948 0.00 -0.01 0.01
H -0.172990 5.214773 -2.669651 0.00 -0.01 0.01
H 0.876669 3.525756 -1.203123 0.02 0.00 0.03
H -4.555976 2.650309 4.073528 0.01 -0.05 0.05
H -5.643377 3.465805 2.941584 0.03 -0.01 0.06
H -4.783154 4.389870 4.169203 0.00 -0.03 -0.03
H -1.434877 3.686085 3.939253 0.07 0.01 0.02
H -1.882845 5.376914 3.687272 0.01 -0.04 -0.02
H -0.906124 4.520522 2.484015 -0.03 0.01 0.04
H -4.756860 5.450716 0.885499 0.01 0.05 0.00
H -3.064129 5.957072 0.822589 -0.03 0.01 0.06
H -4.020167 6.244597 2.271769 -0.01 -0.02 0.00
H -6.001936 3.765376 0.617270 -0.04 -0.01 0.00
H -6.889212 2.371255 0.026017 0.02 0.01 -0.04
H -5.863509 3.283344 -1.077923 -0.03 0.00 0.04
H -5.448993 1.007700 2.595148 -0.03 -0.03 -0.02
H -4.669983 -0.362451 1.789276 -0.06 0.01 0.00
H -6.256698 0.189781 1.260806 0.03 0.01 0.00
H -3.707940 1.450773 -1.942646 -0.01 -0.04 0.00
H -5.004336 0.295670 -1.609033 0.03 0.02 0.03
H -3.373945 0.000492 -0.982189 -0.02 0.00 -0.03
```
Positions in Å, forces in eV/Å.

Results
Kohn-Sham gap ... 0.27649 hartree
Total charge ... +1
Energy above the lowest of the compared OMol25 structures with the same formula, charge and spin ... 8.7 kJ/mol
E_HOMO ... -0.358 Eh

# 2
This record from the Open Molecules 2025 dataset describes 3 unconnected molecules or ions with the total composition C4H14NO2 in a non-equilibrium geometry. The level of theory is the ωB97M-V functional and the def2-TZVPD basis.

```
21
Properties=species:S:1:pos:R:3:forces:R:3
C 0.595081 -3.050021 -1.187038 -0.48 1.00 -0.45
C 0.229482 -2.095520 -0.053537 -0.52 -0.13 1.19
C -0.167546 -0.658697 -0.469236 1.29 -0.96 -0.47
C 1.005825 1.328373 0.256116 -1.54 1.56 -0.99
N 0.290264 0.318550 0.522527 -0.17 -0.20 0.93
H 0.900372 -3.999218 -0.770160 0.41 -0.10 -0.15
H -0.220130 -3.236812 -1.885539 -0.41 -0.06 0.32
H 1.320436 -2.561008 -1.841588 0.56 -0.43 0.31
H -0.579353 -2.503391 0.564897 -0.22 -0.07 -0.38
H 1.015451 -2.070894 0.706714 0.49 0.23 -0.42
H 0.429087 -0.388871 -1.340187 -0.59 -0.05 -0.43
H -1.239386 -0.645160 -0.631153 -0.06 0.62 -0.04
H 1.003389 1.681176 -0.777963 0.73 -0.64 -0.15
H 1.276903 2.100553 0.966300 0.22 -0.63 0.62
H 0.020282 0.156769 1.498608 0.08 0.08 0.20
H -1.568046 1.355974 3.463122 -0.09 0.19 -0.30
H -0.594682 0.440725 4.091732 0.48 -0.70 0.97
O -0.739916 0.899602 3.281039 -0.26 0.39 -0.87
H -0.621930 3.472891 -2.870116 0.06 0.37 -0.19
H -1.481962 2.200537 -2.859686 1.01 0.58 0.52
O -0.697678 2.626713 -2.432949 -0.97 -1.04 -0.21
```
Positions in Å, forces in eV/Å.

Results
Kohn-Sham gap ... 0.38979 hartree
Total charge ... +1
Energy above the lowest of the compared OMol25 structures with the same formula, charge and spin ... 152.2 kJ/mol
E_HOMO ... -0.553 Eh

# 3
This record from the Open Molecules 2025 dataset describes a molecular structure, C12H36ClO6S in a non-equilibrium geometry. The level of theory is the ωB97M-V functional and the def2-TZVPD basis.

```
56
Properties=species:S:1:pos:R:3:forces:R:3
Cl -0.817797 -0.220672 0.780852 3.58 -0.21 -4.61
C -2.417093 2.216935 2.242812 0.67 2.19 0.09
C -3.232080 0.922939 2.321078 2.65 1.37 4.95
O -2.185029 0.049494 2.777822 -2.59 -1.28 0.66
H -1.488769 2.047886 1.484866 -2.66 0.76 1.51
H -1.831020 2.566457 3.286115 -2.23 -1.27 -2.61
H -3.198421 3.030622 1.959799 1.81 -0.53 0.06
H -3.659630 0.625192 1.462209 -0.99 -0.97 -3.73
H -4.206239 1.068527 2.967204 1.96 -0.44 -0.21
H -1.703502 -0.356077 1.827415 -2.62 0.75 4.12
C -2.742015 -5.158111 -0.190673 -5.00 2.38 1.23
C -2.452716 -3.618136 -0.172294 2.49 -6.59 4.71
O -2.274674 -3.327148 1.191106 -2.59 -15.39 -2.81
H -3.745541 -5.389161 0.323939 0.80 0.53 -0.97
H -2.181617 -5.802418 0.392961 2.35 -0.54 0.79
H -2.835624 -5.427142 -1.188389 -0.02 -1.06 -1.85
H -2.970568 -2.918769 -0.553396 -5.29 4.21 -3.07
H -1.677104 -3.695503 -0.826388 3.84 0.90 -1.04
H -2.110867 -2.568869 1.354835 3.43 15.56 3.05
C 4.924619 -0.541170 1.110204 2.58 5.60 -1.25
C 3.635021 -0.525824 0.403253 -2.83 -3.75 -0.92
O 2.663546 -0.733565 1.426299 -3.04 -0.78 0.92
H 5.702501 -0.282098 0.319005 -0.59 -0.63 0.59
H 5.401777 -1.301921 1.722610 -1.20 -0.29 0.07
H 4.868599 0.505500 1.560509 0.73 -1.50 0.85
H 3.770856 -1.382634 -0.321845 -1.11 0.21 0.40
H 3.151111 0.245780 -0.201238 1.63 0.95 -0.09
H 1.608908 -0.749320 1.280428 3.70 0.16 -0.59
C -0.935143 2.300175 -3.848947 -6.56 -1.71 -1.00
C -1.180842 2.112672 -2.374254 -9.95 -2.74 -4.03
O -1.708035 0.726494 -2.156892 0.22 1.51 -0.09
H -1.944491 2.326529 -4.574110 2.47 0.35 2.11
H -0.397542 1.573766 -4.309980 1.49 -3.08 -0.77
H -0.329315 3.060432 -4.022843 2.12 4.37 -0.62
H -1.770588 2.992582 -2.015833 -0.49 -1.15 0.04
H -0.359287 2.275698 -2.043782 10.26 1.02 5.07
H -1.640351 0.295090 -1.259686 0.37 1.50 -0.69
C 1.611874 -2.348411 -3.409118 1.37 -4.14 14.38
C 0.592513 -1.592133 -2.451738 -1.14 -2.28 -2.38
O 0.674831 -1.935269 -1.112265 8.33 -9.64 -6.85
H 1.555786 -2.139370 -4.268216 -1.05 3.50 -12.14
H 1.444411 -3.481992 -3.340534 0.23 1.50 0.13
H 2.679477 -2.155171 -3.018053 -1.53 -0.30 -0.61
H -0.481492 -1.788488 -2.837299 1.46 0.27 0.36
H 0.759465 -0.569351 -2.545087 0.26 2.03 -0.41
H 0.217408 -1.405378 -0.705297 -7.69 8.73 7.23
C 1.544550 2.967452 0.853824 -0.38 0.89 -1.18
S 2.221923 2.664520 2.476577 -0.38 0.14 0.84
O 3.216450 3.734393 2.815157 -0.46 0.01 -0.34
C 0.605064 2.970457 3.270048 8.56 -9.10 4.55
H 0.490537 2.381318 0.706995 3.25 0.59 -0.25
H 2.550490 2.944981 0.274349 -2.23 -0.95 -0.15
H 1.252000 4.035509 0.704483 0.16 -0.48 0.67
H 0.311439 3.764741 3.057768 -5.45 12.22 -3.94
H 0.808435 2.922526 4.311496 0.26 0.16 1.17
H 0.213806 2.085435 3.082143 -3.00 -3.56 -1.36
```
Positions in Å, forces in eV/Å.

Results
Kohn-Sham gap ... 0.30065 hartree
Total charge ... -1
Energy above the lowest of the compared OMol25 structures with the same formula, charge and spin ... 702.4 kJ/mol
E_HOMO ... -0.197 Eh